1 | Density functional theory data (ωB97M-V/def2-TZVPD) for C3H8BrClSi in the gas phase.

Geometry (Å):
C (-0.28422, 0.62874, 1.31891)
C (-0.36881, 0.53170, -1.19030)
C (-0.22482, -0.26793, 0.09455)
Si (1.30596, -1.40766, 0.02487)
Cl (-1.62940, -1.43253, 0.17986)
Br (3.10971, -0.15052, 0.26559)
H (-0.32457, 0.03728, 2.23432)
H (0.59950, 1.26735, 1.35558)
H (-1.16918, 1.26415, 1.28642)
H (-0.36349, -0.12389, -2.05898)
H (-1.30219, 1.09397, -1.19667)
H (0.45759, 1.23717, -1.27777)
H (1.34895, -2.50060, 1.38190)
H (1.42294, -2.10334, -1.24008)

Computed properties:
HOMO (spin up / spin down) = -4.40 / -10.55 eV
Spin multiplicity = 3
LUMO (spin up / spin down) = 0.0227 / -0.1571 Ha

2 | Density functional theory data (ωB97M-V/def2-TZVPD) for C3H8BrClSi as an isolated structure.

Geometry (Å):
C (1.16338, 0.01670, 0.38560)
C (-1.02074, 1.22048, 0.60171)
C (-0.32175, -0.12079, 0.63677)
Si (-1.11563, -1.50131, -0.39236)
Cl (-0.55115, -0.84661, 2.31870)
Br (-3.30706, -1.44290, -0.23356)
H (1.67616, -0.93446, 0.51553)
H (1.32304, 0.35580, -0.63711)
H (1.60597, 0.74365, 1.06555)
H (-2.09041, 1.12581, 0.78127)
H (-0.60601, 1.88673, 1.35809)
H (-0.87410, 1.67517, -0.37743)
H (-0.85188, -1.04196, -2.65514)
H (-0.62454, -2.83049, -0.11218)

Computed properties:
HOMO (spin up / spin down) = -6.33 / -10.36 eV
Spin multiplicity = 3
LUMO (spin up / spin down) = 0.0278 / -0.0883 Ha

Which structure is the most stable? The one labeled 2.

1 | Density functional theory data (ωB97M-V/def2-TZVPD) for an isolated ion of composition CH3O4Si and charge -1.

Geometry (Å):
O (2.78277, -0.50463, 1.54265)
C (1.72832, -1.10383, 1.06344)
O (1.63200, -2.28029, 0.69819)
Si (0.16042, -0.02991, 0.59077)
O (0.18744, 1.63662, 0.46761)
O (-0.03683, -0.58107, -0.96761)
H (-1.17005, -0.32496, 1.40614)
H (-0.51208, 1.89482, -0.08277)
H (0.32703, -1.38147, -1.26425)

Computed properties:
HOMO = -3.72 eV
LUMO = 0.1352 Ha
Net charge = -1

2 | Density functional theory data (ωB97M-V/def2-TZVPD) for a 2-piece molecular cluster, CH3O4Si overall.

Geometry (Å):
C (-3.24408, -0.30318, -0.24404)
O (-3.23813, -0.07810, 0.96725)
O (-4.12711, -0.82215, -0.92529)
O (-0.30165, -0.14733, 0.18513)
O (2.59218, -0.25966, -0.10246)
Si (-1.64870, 0.53464, 0.04434)
H (2.45022, 0.63880, 0.15962)
H (1.72645, -0.55092, -0.10130)
H (-2.00515, 1.95280, 0.47540)

Computed properties:
HOMO = -4.45 eV
LUMO = 0.1407 Ha
Net charge = -1

Which structure is the most stable? The one labeled 1.

1 | Density functional theory data (ωB97M-V/def2-TZVPD) for a 2-piece molecular cluster, C3H7IOS overall.

Geometry (Å):
C (-1.30617, 0.18209, -0.28524)
C (0.03709, 0.71730, 0.09296)
C (1.20871, -0.26881, -0.44717)
O (0.16530, 0.87656, 1.42818)
S (0.93899, -1.96557, 0.16551)
I (3.18652, 0.43875, -0.38598)
H (-1.92867, 1.01315, -0.64475)
H (-1.73487, -0.25113, 0.65002)
H (-1.18627, -0.60414, -0.99406)
H (0.29308, 1.63579, -0.36943)
H (0.78799, -0.35320, -1.93904)
H (-0.34994, 0.13933, 1.83496)
H (-0.11177, -1.56011, 0.89403)

Computed properties:
HOMO = -9.08 eV
LUMO = 0.0117 Ha

2 | Density functional theory data (ωB97M-V/def2-TZVPD) for C3H7IOS in the gas phase.

Geometry (Å):
C (0.18709, 1.70988, 0.82350)
C (-1.23282, -1.55111, -0.75129)
C (0.75760, 0.64208, -0.07312)
O (1.14584, -2.02069, 0.33925)
S (0.06181, -1.07208, 0.53948)
I (2.89429, 0.53686, -0.02992)
H (0.45352, 1.52465, 1.86240)
H (0.56500, 2.69394, 0.54228)
H (-0.90009, 1.72144, 0.73691)
H (-0.83543, -1.45024, -1.75295)
H (-2.10424, -0.92739, -0.59581)
H (-1.45596, -2.58825, -0.52785)
H (0.46339, 0.78090, -1.11288)

Computed properties:
HOMO = -8.94 eV
LUMO = 0.0157 Ha

Which structure is the most stable? The one labeled 2.

1 | Density functional theory data (ωB97M-V/def2-TZVPD) for a 6-piece molecular cluster, C45H100N6O3 overall.

Geometry (Å):
N (0.30009, -0.88929, 0.43802)
O (0.01610, -0.03754, 1.29910)
O (0.59206, -2.01491, 0.79165)
O (0.12671, -0.60420, -0.77334)
C (0.60914, -6.18196, 0.45050)
C (-0.03570, -5.16627, -0.53380)
C (-1.38513, -4.62569, -0.02167)
C (-2.13863, -3.85221, -1.16108)
N (-3.42192, -3.22093, -0.62210)
C (-4.30146, -4.18440, 0.15120)
C (-5.67913, -3.58504, 0.11305)
C (-5.72639, -2.73857, -1.13589)
C (-4.36364, -2.79754, -1.75725)
C (-3.01166, -1.93884, 0.19100)
H (-0.04391, -7.04539, 0.57745)
H (0.87167, -5.67304, 1.37796)
H (1.49540, -6.65089, 0.02301)
H (-0.10377, -5.61384, -1.52534)
H (0.66349, -4.34030, -0.66420)
H (-1.16468, -4.07007, 0.88980)
H (-1.99606, -5.48419, 0.25733)
H (-2.37806, -4.48613, -2.01485)
H (-1.52627, -3.01360, -1.49254)
H (-3.99178, -4.48797, 1.15121)
H (-4.22046, -5.09127, -0.44808)
H (-5.83020, -3.01751, 1.03130)
H (-6.53228, -4.23681, 0.30127)
H (-6.12706, -1.78048, -0.80481)
H (-6.48040, -3.24241, -1.74062)
H (-4.06281, -1.85296, -2.21044)
H (-4.40356, -3.52599, -2.56712)
H (-3.98857, -1.56887, 0.50225)
H (-2.62109, -1.23333, -0.54236)
H (-2.33160, -2.14771, 1.01683)
C (2.06830, 6.09558, 2.64610)
C (2.45922, 4.64775, 3.04561)
C (2.74596, 3.95708, 1.68785)
C (3.08738, 2.46716, 1.79320)
N (3.43248, 1.82457, 0.40997)
C (3.71594, 0.33963, 0.59651)
C (4.61872, -0.09609, -0.61809)
C (5.32739, 1.25136, -1.04056)
C (4.82249, 2.32382, -0.12312)
C (2.28997, 2.08563, -0.64257)
H (1.32426, 6.08899, 1.84957)
H (2.92538, 6.71797, 2.38898)
H (1.58796, 6.62607, 3.46826)
H (1.63580, 4.08980, 3.49144)
H (3.33564, 4.66899, 3.69333)
H (3.62221, 4.48289, 1.30862)
H (1.93472, 4.10646, 0.97533)
H (2.21195, 1.90839, 2.12413)
H (3.88623, 2.24633, 2.50114)
H (2.80043, -0.24389, 0.69378)
H (4.28595, 0.20748, 1.51614)
H (4.00993, -0.60026, -1.36862)
H (5.24422, -0.88688, -0.20395)
H (5.22093, 1.35982, -2.11990)
H (6.39595, 1.06215, -0.93826)
H (4.68640, 3.31310, -0.56005)
H (5.33978, 2.45585, 0.82718)
H (2.47777, 3.04204, -1.13054)
H (1.29631, 2.03348, -0.19756)
H (2.40133, 1.28195, -1.37044)
C (-2.19916, 2.62075, 4.83996)
C (-1.55696, 3.88554, 4.22183)
C (-2.04594, 4.12198, 2.80015)
C (-1.71701, 3.08131, 1.72049)
N (-2.59208, 3.19375, 0.45472)
C (-2.36167, 1.92506, -0.40400)
C (-3.85083, 1.57377, -0.93717)
C (-4.77098, 2.73680, -0.53200)
C (-4.09528, 3.14554, 0.76852)
C (-2.16421, 4.49101, -0.33505)
H (-2.59622, 2.73166, 5.84899)
H (-1.56796, 1.73867, 4.73209)
H (-3.03213, 2.18988, 4.28444)
H (-0.47719, 3.73786, 4.24142)
H (-1.75784, 4.70929, 4.90681)
H (-1.59959, 5.06905, 2.49696)
H (-3.09941, 4.39619, 2.85599)
H (-1.80128, 2.04697, 2.05388)
H (-0.70124, 3.09143, 1.32526)
H (-1.52618, 2.07487, -1.08783)
H (-2.07112, 1.01928, 0.12822)
H (-3.82472, 1.37410, -2.00840)
H (-4.26299, 0.62664, -0.58905)
H (-4.88826, 3.62970, -1.14607)
H (-5.76574, 2.35687, -0.29915)
H (-4.43713, 4.11712, 1.12527)
H (-4.18953, 2.41296, 1.57011)
H (-1.07562, 4.54530, -0.34619)
H (-2.48580, 5.30581, 0.31364)
H (-2.49034, 4.56825, -1.37224)
C (5.05055, -4.08784, 1.77169)
C (3.62349, -4.43796, 2.19557)
C (2.94914, -3.61297, 3.32676)
C (3.17729, -2.03747, 3.29208)
N (2.61970, -1.31985, 4.55072)
C (1.21372, -1.81213, 4.96325)
C (0.59557, -0.72576, 5.89194)
C (1.51533, 0.51168, 5.73288)
C (2.25789, 0.13947, 4.46835)
C (3.68635, -1.58203, 5.69576)
H (5.30213, -4.77679, 0.96538)
H (5.77739, -4.22438, 2.57243)
H (5.22886, -3.06812, 1.43038)
H (3.60770, -5.48763, 2.48891)
H (2.91702, -4.20923, 1.39765)
H (3.24217, -4.03237, 4.28924)
H (1.87684, -3.80439, 3.28642)
H (2.69361, -1.58921, 2.42420)
H (4.23386, -1.77966, 3.36483)
H (1.23012, -2.86352, 5.25036)
H (0.61958, -1.83327, 4.04965)
H (0.56220, -1.04168, 6.93461)
H (-0.41506, -0.57535, 5.51233)
H (2.23246, 0.51939, 6.55370)
H (1.02816, 1.48025, 5.62047)
H (3.20635, 0.66541, 4.35927)
H (1.73187, 0.36495, 3.54069)
H (3.27698, -1.42996, 6.69445)
H (4.51835, -0.89674, 5.53378)
H (4.03182, -2.59552, 5.49183)
C (0.62359, 3.35982, -8.65670)
C (-0.25958, 2.19551, -8.45226)
C (-0.22382, 1.69446, -6.99598)
C (-1.30919, 0.62315, -6.69313)
N (-1.28709, -0.12901, -5.28292)
C (0.13475, -0.83660, -5.08396)
C (-0.15491, -2.06732, -4.22743)
C (-1.45746, -2.62312, -4.67545)
C (-2.20960, -1.36913, -5.10077)
C (-1.48164, 0.80466, -4.05934)
H (1.66688, 3.05538, -8.74016)
H (0.51628, 4.15605, -7.92008)
H (0.54219, 3.77796, -9.66002)
H (0.06024, 1.41421, -9.14172)
H (-1.24417, 2.49081, -8.81482)
H (-0.31849, 2.49623, -6.26366)
H (0.78192, 1.28540, -6.89977)
H (-1.18734, -0.24734, -7.33773)
H (-2.36940, 0.87297, -6.73362)
H (0.91974, -0.14541, -4.77713)
H (0.33467, -1.12270, -6.11656)
H (0.01003, -1.87269, -3.16771)
H (0.64539, -2.80143, -4.32069)
H (-1.79353, -3.11396, -3.76208)
H (-1.52532, -3.34505, -5.48928)
H (-3.02945, -0.98327, -4.49489)
H (-2.43698, -1.41903, -6.16561)
H (-0.72652, 1.58238, -4.17356)
H (-1.31989, 0.22789, -3.14870)
H (-2.48772, 1.20743, -4.17635)

Computed properties:
HOMO = -17.75 eV
LUMO = -0.2922 Ha
Net charge = +4

2 | Density functional theory data (ωB97M-V/def2-TZVPD) for a 6-piece molecular cluster, C45H100N6O3 overall.

Geometry (Å):
C (-0.18158, 4.28189, -4.26628)
C (-1.18750, 5.35781, -4.47658)
C (-2.34516, 5.36666, -3.45313)
C (-3.16910, 4.07365, -3.48332)
N (-3.97093, 3.85380, -2.21973)
C (-3.16773, 3.88516, -0.96347)
C (-3.82935, 3.07750, 0.11219)
C (-4.90736, 2.18895, -0.64330)
C (-4.56027, 2.42810, -2.14152)
C (-4.99559, 4.93829, -2.13695)
H (-0.02237, 4.12786, -3.19545)
H (0.80425, 4.55770, -4.64547)
H (-0.44956, 3.31892, -4.70853)
H (-1.64744, 5.37089, -5.47036)
H (-0.65400, 6.31320, -4.46055)
H (-3.03063, 6.20181, -3.54854)
H (-1.92169, 5.40897, -2.44773)
H (-2.53390, 3.21154, -3.66478)
H (-3.94011, 4.13849, -4.25471)
H (-2.95510, 4.92637, -0.78585)
H (-2.18816, 3.42579, -1.04758)
H (-4.43685, 3.76362, 0.70153)
H (-3.14994, 2.54343, 0.75618)
H (-5.92506, 2.39797, -0.30396)
H (-4.65030, 1.14025, -0.56621)
H (-5.43822, 2.34607, -2.78077)
H (-3.75025, 1.82138, -2.54281)
H (-5.64753, 4.86273, -1.27791)
H (-5.67353, 4.85500, -2.98634)
H (-4.41066, 5.83597, -2.27060)
C (-2.93074, 0.18906, 2.78816)
C (-2.45106, 0.78614, 4.08056)
C (-1.73339, 2.17213, 3.93716)
C (-0.54205, 2.22452, 3.05629)
N (0.21376, 3.62709, 3.00704)
C (-0.73168, 4.77890, 2.53697)
C (0.16226, 5.70909, 1.70446)
C (0.97068, 4.65791, 0.86554)
C (1.31332, 3.58308, 1.90919)
C (0.75135, 3.97079, 4.31087)
H (-3.55892, -0.66845, 3.00745)
H (-2.04117, -0.06631, 2.21541)
H (-3.52609, 0.89438, 2.21123)
H (-1.80368, 0.13823, 4.68424)
H (-3.29276, 0.97073, 4.75003)
H (-1.52709, 2.42591, 4.97159)
H (-2.44148, 2.88210, 3.50719)
H (-0.69985, 1.91253, 2.02214)
H (0.26029, 1.62728, 3.49605)
H (-1.18405, 5.14410, 3.45805)
H (-1.46257, 4.38704, 1.82187)
H (0.85054, 6.23722, 2.36355)
H (-0.44488, 6.45023, 1.18387)
H (1.84212, 5.00906, 0.31608)
H (0.33000, 4.17120, 0.12507)
H (2.15489, 3.93282, 2.48144)
H (1.24248, 2.55238, 1.62034)
H (1.45380, 3.18831, 4.58020)
H (-0.12747, 3.91552, 4.94137)
H (1.20709, 4.95495, 4.36106)
C (1.05612, 0.35354, -8.26819)
C (0.78404, 0.05126, -6.83593)
C (1.59724, 0.86542, -5.83086)
C (1.70598, 0.07697, -4.51515)
N (2.71029, 0.59125, -3.46036)
C (2.44491, -0.01505, -2.10052)
C (3.05211, 0.89280, -1.11519)
C (2.87524, 2.35288, -1.72652)
C (2.46703, 2.04927, -3.16055)
C (4.07880, 0.27453, -3.90022)
H (0.54163, -0.42788, -8.83437)
H (2.12524, 0.24676, -8.48877)
H (0.73566, 1.32623, -8.65555)
H (0.88773, -1.03401, -6.65071)
H (-0.29035, 0.15609, -6.68025)
H (1.24827, 1.87713, -5.62633)
H (2.59368, 1.06771, -6.23793)
H (2.00079, -0.93541, -4.79959)
H (0.75732, 0.10045, -3.98734)
H (2.87188, -1.01810, -2.20426)
H (1.37964, -0.15000, -1.92491)
H (4.11167, 0.74621, -0.95480)
H (2.39116, 0.86896, -0.25953)
H (3.85323, 2.81229, -1.79735)
H (2.13091, 2.84213, -1.10469)
H (2.93718, 2.77536, -3.82567)
H (1.38566, 2.12361, -3.17487)
H (4.75610, 0.45774, -3.07647)
H (4.37718, 0.75180, -4.82921)
H (4.01517, -0.77295, -4.17826)
C (1.38607, -0.90019, 1.62017)
C (1.03830, -1.97673, 2.73567)
C (1.55777, -1.69335, 4.17349)
C (3.02837, -2.05409, 4.33369)
N (3.46816, -2.25766, 5.78330)
C (4.97436, -2.77449, 5.85883)
C (5.04709, -3.64470, 7.08249)
C (3.60207, -4.21455, 7.33395)
C (2.69370, -3.39928, 6.41717)
C (3.31841, -1.01485, 6.52471)
H (0.65518, -0.09530, 1.71034)
H (1.26322, -1.28905, 0.61035)
H (2.42287, -0.57807, 1.70514)
H (1.48490, -2.93551, 2.46983)
H (-0.03007, -2.10947, 2.86215)
H (0.92203, -2.30304, 4.81627)
H (1.46808, -0.65441, 4.47533)
H (3.73950, -1.35455, 3.87421)
H (3.18639, -2.97255, 3.76435)
H (5.53628, -1.85204, 5.86019)
H (5.11404, -3.34886, 4.94934)
H (5.30017, -3.10472, 7.99561)
H (5.80413, -4.39911, 6.89951)
H (3.34110, -4.15950, 8.38811)
H (3.56576, -5.23796, 6.97215)
H (1.89880, -2.95162, 7.01188)
H (2.36344, -3.98295, 5.56716)
H (2.26161, -0.85453, 6.73819)
H (3.78142, -0.23323, 5.91771)
H (3.78736, -1.12138, 7.49893)
C (-0.03599, -8.98780, -1.95801)
C (-0.69979, -7.96700, -2.85114)
C (-0.50210, -6.50507, -2.26103)
C (-1.53963, -6.23928, -1.15898)
N (-1.37045, -4.92211, -0.45024)
C (-2.47198, -4.71590, 0.60132)
C (-3.42196, -3.71176, 0.01575)
C (-2.46305, -2.77781, -0.71618)
C (-1.59690, -3.78739, -1.46277)
C (-0.00652, -4.82428, 0.13187)
H (1.02093, -8.74977, -1.92748)
H (-0.26848, -9.96541, -2.36776)
H (-0.47141, -9.04884, -0.96106)
H (-1.77924, -8.11456, -2.94604)
H (-0.41284, -7.95380, -3.90111)
H (-0.62704, -5.79301, -3.07486)
H (0.47043, -6.42785, -1.77806)
H (-1.51253, -7.11442, -0.51039)
H (-2.51600, -6.27818, -1.62688)
H (-1.99224, -4.22711, 1.45212)
H (-2.88075, -5.67951, 0.90746)
H (-4.03137, -3.31821, 0.82980)
H (-3.97289, -4.21409, -0.77249)
H (-1.92701, -2.21936, 0.04925)
H (-2.91536, -2.16563, -1.48337)
H (-0.62086, -3.45650, -1.80272)
H (-2.03942, -4.30577, -2.31280)
H (0.72987, -4.68913, -0.65735)
H (0.21082, -5.70463, 0.72314)
H (0.03663, -3.93323, 0.75608)
N (-1.07552, 1.03887, -1.35604)
O (-1.99086, 0.32465, -0.79501)
O (-0.17239, 1.60165, -0.59487)
O (-1.03416, 1.21529, -2.62798)

Computed properties:
HOMO = -17.39 eV
LUMO = -0.2800 Ha
Net charge = +4

Which structure is the most stable? The one labeled 2.